An isolated ion of composition C4H6N3 and charge +1 in a non-equilibrium geometry, computed with ωB97M-V/def2-TZVPD.

Cartesian coordinates (Å):
C1 -3.84 0.47 0.37
C2 -0.93 -1.26 -0.51
C3 1.16 0.26 -0.63
C4 0.83 0.19 0.83
N1 -2.93 -0.08 -0.10
N2 -1.76 -0.42 -0.07
N3 0.42 -0.96 -0.14
H1 -4.91 0.40 0.40
H2 0.56 0.92 -1.20
H3 2.25 0.15 -1.13
H4 1.59 -0.09 1.51
H5 0.16 0.94 1.21
H6 0.88 -1.90 -0.13

The frontier orbital gap (spin up / spin down) is 8.083 / 8.084 eV. The calculation puts the maximum force at 3.631 eV Å⁻¹. As for the spin multiplicity: 1. The charge is +1. The value obtained for the energy relative to the best compared isomer or geometry (same formula, charge and spin) is 160.4 kcal/mol. The total energy comes out at -8701.5505 eV.

Here are the natural (NBO) charges for atoms 1 to 8, given in e:
1 C 0.23
2 C 0.22
3 C -0.21
4 C -0.22
5 N -0.01
6 N -0.32
7 N -0.46
8 H 0.26

=====

One molecule with the formula C2H2FN in a non-equilibrium geometry, computed with ωB97M-V/def2-TZVPD.

Cartesian coordinates (Å):
C1 0.13 1.22 0.89
C2 -0.02 -0.90 -0.51
N1 0.08 0.30 0.08
F1 -1.28 -1.34 -0.89
H1 0.29 2.27 0.87
H2 0.81 -1.55 -0.43

The frontier orbital gap is 8.638 eV. The calculation puts the maximum force at 4.222 eV Å⁻¹. As for the spin multiplicity: 1. The charge is 0. The value obtained for the energy relative to the best compared isomer or geometry (same formula, charge and spin) is 61.7 kcal/mol. The total energy comes out at -6310.3206 eV.

So, what does the natural (NBO) scheme give us? The charges, in e, come out as:
1 C 0.04
2 C 0.26
3 N -0.34
4 F -0.33
5 H 0.20
6 H 0.18

=====

C25H23I2N3O2PdS as an isolated structure in a non-equilibrium geometry, computed with ωB97M-V/def2-TZVPD.

Cartesian coordinates (Å):
Pd1 0.21 -0.22 0.10
C1 -0.77 -0.23 3.05
N1 0.34 -0.20 2.10
C2 1.55 0.03 2.51
C3 2.57 0.17 1.54
C4 3.96 0.22 1.59
C5 4.39 0.23 0.26
C6 3.24 0.18 -0.53
N2 2.15 0.17 0.23
C7 -0.87 1.04 3.88
C8 -0.88 2.29 3.26
C9 -1.00 3.44 4.02
C10 -1.11 3.36 5.40
C11 -1.08 2.12 6.02
C12 -0.95 0.97 5.26
H1 -0.67 -1.09 3.71
H2 -1.68 -0.37 2.47
H3 1.77 0.12 3.58
H4 4.58 0.23 2.48
H5 5.41 0.25 -0.08
H6 3.19 0.15 -1.61
H7 -0.79 2.34 2.18
H8 -1.00 4.41 3.54
H9 -1.23 4.26 5.99
H10 -1.15 2.05 7.10
H11 -0.92 0.00 5.75
I1 -3.37 -3.84 -0.01
C13 -2.37 -2.87 -1.56
C14 -2.54 -3.25 -2.89
C15 -1.90 -2.59 -3.90
I2 -2.24 -3.21 -5.88
C16 -1.01 -1.52 -3.63
C17 -0.32 -0.75 -4.58
C18 0.51 0.27 -4.15
C19 0.70 0.48 -2.80
N3 0.10 -0.25 -1.88
C20 -0.81 -1.19 -2.26
C21 -1.54 -1.80 -1.20
O1 -1.45 -1.35 0.01
H12 -3.20 -4.07 -3.13
H13 -0.43 -0.96 -5.63
H14 1.01 0.89 -4.88
H15 1.36 1.25 -2.41
O2 -1.35 1.85 -0.22
S1 -2.27 2.66 -1.08
C22 -1.76 4.42 -0.89
C23 -2.56 4.99 0.27
C24 -3.96 4.43 0.11
C25 -3.79 2.93 -0.08
H16 -1.99 4.92 -1.83
H17 -0.68 4.41 -0.73
H18 -2.55 6.08 0.26
H19 -2.13 4.66 1.22
H20 -4.44 4.87 -0.76
H21 -4.59 4.64 0.98
H22 -4.64 2.46 -0.58
H23 -3.59 2.41 0.86

The frontier orbital gap is 7.068 eV. The calculation puts the maximum force at 1.108 eV Å⁻¹. As for the spin multiplicity: 1. The charge is 0. The value obtained for the energy relative to the best compared isomer or geometry (same formula, charge and spin) is 0.0 kcal/mol. The total energy comes out at -65379.8861 eV.

Here are the natural (NBO) charges for atoms 1 to 8, given in e:
1 Pd 0.96
2 C -0.26
3 N -0.47
4 C 0.17
5 C -0.04
6 C -0.24
7 C -0.33
8 C -0.03

=====

- What is the maximum force in the third record?
  1.108 eV Å⁻¹